Here is an isolated ion of composition C5H9N2O and charge +1 in a non-equilibrium geometry from the Open Molecules 2025 dataset. Energies are from ωB97M-V/def2-TZVPD.

charge = +1
frontier orbital gap = 7.792 eV
HOMO level = -13.08 eV
LUMO = -0.194 Ha
energy relative to the best compared isomer or geometry (same formula, charge and spin) = 511.0 kJ/mol
spin multiplicity = 1

Each line ends with the Mulliken charge.
Element x y z (Å)
C (2.8003, -0.8806, -0.3749)  -1.0471
C (-3.9960, -0.7749, 0.0176)  -0.1111
C (-1.5813, 0.0979, 0.1917)  0.0763
C (0.1962, 1.7817, 0.2911)  -0.2884
C (2.4691, 0.5254, 0.1409)  -0.1910
N (-2.8458, -0.2954, 0.2163)  -0.0669
N (-1.1135, 1.3890, 0.1258)  0.0566
O (1.0148, 0.7239, 0.1594)  -0.1001
H (2.0226, -1.5303, 0.1319)  0.2629
H (2.6294, -0.8954, -1.4379)  0.3086
H (-4.8962, -0.7749, 0.6035)  0.3076
H (-4.0151, -1.3943, -0.9608)  0.2468
H (-0.7091, -0.5610, 0.4585)  0.3289
H (3.8413, -1.1850, -0.1417)  0.3627
H (2.8200, 0.4064, 1.1419)  0.2739
H (3.0605, 1.1864, -0.4889)  0.3088
H (-1.6970, 2.1811, -0.0746)  0.2714



Here is a 6-piece molecular cluster, C16H37BN9O14 overall in a non-equilibrium geometry from the Open Molecules 2025 dataset. Energies are from ωB97M-V/def2-TZVPD.

charge = +1
frontier orbital gap = 8.938 eV
HOMO level = -12.81 eV
LUMO = -0.142 Ha
spin multiplicity = 1

Each line ends with the Mulliken charge.
Element x y z (Å)
C (0.5747, 3.3224, 1.0494)  -0.2198
C (1.2752, 2.8226, 0.2134)  -0.7785
C (1.8520, 2.1771, -0.9697)  -0.2368
C (2.4831, 0.8023, -0.6227)  -0.1152
C (2.5996, -0.0631, -1.8937)  -1.0043
N (1.5261, -1.0916, -1.9528)  0.5470
B (0.3451, -0.7154, -2.8518)  0.6716
O (-0.8192, -0.2531, -2.3269)  -0.2709
O (0.5229, -0.7970, -4.1905)  -0.4768
C (1.6023, -2.2089, -1.2979)  -1.0395
N (2.7884, -2.4427, -0.5576)  0.2803
N (3.7780, -3.1660, -1.3185)  -0.6736
N (0.6239, -3.1870, -1.3455)  -0.0425
C (-0.5249, -2.9991, -0.4123)  -1.0260
C (-0.1013, -2.6905, 1.0014)  -0.1459
O (0.4286, -3.8774, 1.6077)  -0.4314
C (1.3962, -3.5664, 2.5645)  0.4976
O (2.4900, -4.0268, 2.4041)  -0.4976
C (1.0147, -2.6802, 3.7273)  -0.1919
C (2.2660, -2.1366, 4.4459)  -1.1027
H (0.1143, 3.8858, 1.8273)  0.6419
H (1.0654, 1.9930, -1.7090)  -0.0324
H (2.5824, 2.8483, -1.4250)  0.5288
H (1.7904, 0.3307, 0.0747)  -0.0882
H (3.4628, 0.9179, -0.1669)  0.4962
H (2.4550, 0.5550, -2.7824)  0.6647
H (3.5723, -0.5300, -2.0198)  0.1532
H (-0.6645, 0.3695, -1.5927)  0.0542
H (1.1789, -1.4706, -4.4090)  0.3057
H (2.5857, -3.0255, 0.2538)  0.3490
H (3.3711, -3.9359, -1.8401)  0.2817
H (4.2699, -2.5416, -1.9432)  0.2854
H (1.0898, -4.0434, -1.0566)  0.5366
H (-1.0623, -3.9479, -0.4005)  0.5450
H (-1.2269, -2.2463, -0.7557)  0.0944
H (-0.9943, -2.3786, 1.5437)  0.6549
H (0.5973, -1.8479, 1.0791)  0.2485
H (0.3754, -3.2433, 4.4091)  0.3919
H (0.4258, -1.8221, 3.3963)  0.2228
H (2.0764, -1.1228, 4.7990)  0.3905
H (3.1070, -2.0597, 3.7577)  0.3042
H (2.5374, -2.7859, 5.2765)  0.2341
C (-3.2185, 0.6831, -0.7087)  -0.7791
N (-2.2342, 0.4886, 0.3830)  0.9148
O (-1.1390, 1.0305, 0.2734)  -0.4046
O (-2.5656, -0.1988, 1.3173)  -0.5792
H (-2.7772, 1.3215, -1.4640)  0.3438
H (-3.4573, -0.2979, -1.1115)  0.2675
H (-4.0959, 1.1534, -0.2715)  0.2716
C (-6.2855, 4.7137, -1.1056)  -0.8485
N (-5.3626, 3.6682, -0.5906)  0.9202
O (-4.2280, 3.6456, -1.0196)  -0.4049
O (-5.8017, 2.8935, 0.2347)  -0.5773
H (-5.7481, 5.3182, -1.8258)  0.3298
H (-7.1269, 4.2048, -1.5660)  0.3129
H (-6.6073, 5.3070, -0.2551)  0.3074
C (5.6958, -4.5622, 4.6699)  -0.5959
N (5.1840, -4.1527, 6.0071)  0.8823
O (3.9843, -3.9858, 6.1204)  -0.5512
O (5.9983, -4.0123, 6.8890)  -0.5272
H (4.8539, -4.6442, 3.9904)  0.1702
H (6.3941, -3.7976, 4.3432)  0.2734
H (6.1979, -5.5169, 4.7934)  0.3143
C (-2.0867, 5.1897, 0.0407)  -0.6309
N (-2.9286, 6.0063, 0.9592)  0.9680
O (-2.4076, 6.9508, 1.5096)  -0.5700
O (-4.0853, 5.6614, 1.0926)  -0.5573
H (-1.0882, 5.6103, 0.0190)  0.4020
H (-2.0781, 4.1746, 0.4258)  0.0334
H (-2.5479, 5.2259, -0.9418)  0.3228
C (-2.1994, 1.1959, -5.1330)  -0.5392
N (-3.4617, 1.9832, -5.1042)  0.9054
O (-4.1831, 1.9365, -6.0730)  -0.5358
O (-3.6759, 2.6204, -4.0897)  -0.5263
H (-2.1318, 0.6762, -6.0815)  0.3392
H (-1.3756, 1.8930, -5.0116)  0.2700
H (-2.2413, 0.4947, -4.3058)  0.0721



Here is C45H49CoN5O2P2S2Si2Te as an isolated structure from the Open Molecules 2025 dataset. Energies are from ωB97M-V/def2-TZVPD.

charge = -2
frontier orbital gap (spin up / spin down) = 4.473 / 4.390 eV
HOMO level (spin up / spin down) = -1.08 / -1.00 eV
LUMO (spin up / spin down) = 0.125 / 0.125 Ha
spin multiplicity = 2

Each line ends with the Mulliken spin population.
Element x y z (Å)
Co (-1.6250, -0.8180, 0.3933)  1.4577
C (-3.0601, -0.8702, 3.7632)  -0.0103
Si (-3.1551, -1.5490, 1.9759)  -0.2037
C (-5.0136, -1.3910, 1.5845)  -0.0223
C (-3.0279, -3.4475, 2.2824)  0.0265
C (-3.8024, -4.1793, 3.1988)  0.0055
C (-3.6878, -5.5602, 3.3047)  -0.0007
C (-2.7855, -6.2423, 2.4866)  0.0001
C (-2.0033, -5.5289, 1.5851)  0.0008
C (-2.1064, -4.1313, 1.4736)  -0.0009
Si (-1.0002, -3.0329, 0.3458)  -0.2222
C (-1.0889, -3.9556, -1.3213)  -0.0511
C (0.7346, -3.4935, 1.0434)  -0.0429
H (-3.8675, -1.3042, 4.3718)  -0.0005
H (-3.1620, 0.2221, 3.7900)  0.0107
H (-2.0988, -1.1420, 4.2146)  0.0003
H (-5.5980, -2.0034, 2.2876)  0.0000
H (-5.2263, -1.7465, 0.5684)  -0.0002
H (-5.3537, -0.3539, 1.6498)  0.0015
H (-4.5151, -3.6613, 3.8397)  -0.0017
H (-4.3025, -6.1102, 4.0126)  0.0000
H (-2.6981, -7.3229, 2.5570)  -0.0001
H (-1.2941, -6.0690, 0.9589)  -0.0010
H (-0.7205, -4.9881, -1.2245)  0.0020
H (-0.4988, -3.4462, -2.0936)  0.0183
H (-2.1298, -3.9958, -1.6654)  -0.0046
H (1.0351, -4.5049, 0.7278)  -0.0032
H (0.6980, -3.4741, 2.1384)  -0.0022
H (1.5070, -2.7819, 0.7143)  0.0310
O (1.8339, -1.6947, -1.4136)  0.0156
P (2.1937, -0.9675, -2.6464)  0.0181
C (2.0032, 0.8483, -2.5322)  -0.0035
P (1.3816, 1.5042, -0.9412)  0.0155
O (0.1012, 0.9272, -0.4888)  -0.0316
C (2.7421, 1.3886, 0.2429)  0.0041
C (2.9987, 2.4281, 1.1363)  -0.0016
C (3.8967, 2.2493, 2.1798)  -0.0003
C (4.5307, 1.0274, 2.3469)  0.0014
C (4.2706, -0.0172, 1.4726)  -0.0001
C (3.3763, 0.1603, 0.4272)  0.0014
C (1.1488, 3.2576, -1.3090)  0.0012
C (2.1958, 4.1090, -1.6457)  0.0001
C (1.9401, 5.4439, -1.9323)  -0.0002
C (0.6363, 5.9218, -1.8817)  -0.0001
C (-0.4046, 5.0740, -1.5494)  0.0030
C (-0.1539, 3.7333, -1.2616)  -0.0010
C (1.2177, -1.4857, -4.0672)  0.0048
C (1.7288, -1.7225, -5.3377)  0.0000
C (0.8937, -2.2115, -6.3362)  0.0000
C (-0.4381, -2.4783, -6.0538)  -0.0002
C (-0.9478, -2.2581, -4.7795)  0.0002
C (-0.1208, -1.7599, -3.7807)  0.0177
C (3.9278, -1.2471, -3.0873)  -0.0002
C (4.7391, -0.3602, -3.7788)  -0.0003
C (6.0677, -0.6810, -4.0361)  0.0001
C (6.5830, -1.8935, -3.6046)  0.0000
C (5.7757, -2.7872, -2.9191)  -0.0002
C (4.4487, -2.4659, -2.6555)  -0.0005
H (1.2404, 1.1580, -3.2488)  -0.0006
H (2.9422, 1.3419, -2.7969)  0.0001
H (2.4875, 3.3757, 1.0216)  -0.0001
H (4.0859, 3.0583, 2.8744)  0.0000
H (5.2088, 0.8811, 3.1795)  0.0000
H (4.7310, -0.9855, 1.6245)  -0.0001
H (3.1336, -0.6803, -0.2108)  -0.0017
H (3.2137, 3.7312, -1.6720)  0.0000
H (2.7543, 6.1114, -2.1879)  0.0000
H (0.4371, 6.9645, -2.0981)  0.0000
H (-1.4198, 5.4484, -1.5074)  0.0007
H (-0.9620, 3.0509, -0.9794)  -0.0038
H (2.7770, -1.5352, -5.5478)  0.0000
H (1.2885, -2.4011, -7.3275)  0.0000
H (-1.0808, -2.8805, -6.8283)  -0.0001
H (-1.9777, -2.4962, -4.5447)  -0.0002
H (-0.4985, -1.6312, -2.7669)  -0.0342
H (4.3424, 0.5871, -4.1265)  -0.0001
H (6.6997, 0.0192, -4.5672)  0.0000
H (7.6225, -2.1360, -3.7922)  0.0000
H (6.1774, -3.7332, -2.5792)  0.0000
H (3.8093, -3.1378, -2.0881)  0.0000
Te (-3.1173, 1.5734, 0.3031)  -0.0334
C (-3.5997, 3.1080, 1.6938)  0.0042
C (-3.6727, 4.4581, 1.4238)  -0.0042
C (-4.0713, 5.2662, 2.5326)  -0.0009
C (-4.3071, 4.5319, 3.6577)  0.0010
S (-4.0504, 2.8616, 3.3391)  0.0008
H (-3.4320, 4.8510, 0.4424)  0.0010
H (-4.1736, 6.3453, 2.4895)  -0.0001
H (-4.6134, 4.8739, 4.6361)  -0.0001
S (0.4229, -0.5144, 2.5338)  0.0118
C (0.2679, 1.0483, 3.1181)  0.0064
N (0.3897, 1.3189, 4.4552)  0.0036
C (-0.1086, 2.5699, 5.0060)  0.0013
C (0.3886, 3.6984, 4.1192)  -0.0002
C (-0.1519, 3.4773, 2.7178)  0.0027
N (0.0213, 2.0885, 2.3118)  0.0167
H (0.3093, 0.4860, 5.0148)  0.0013
H (0.2713, 2.6747, 6.0226)  -0.0001
H (-1.2050, 2.5881, 5.0434)  -0.0003
H (1.4838, 3.6970, 4.1193)  -0.0002
H (0.0383, 4.6612, 4.4941)  0.0002
H (0.3667, 4.1164, 1.9948)  -0.0005
H (-1.2068, 3.7442, 2.6870)  -0.0016
H (-0.2469, 1.8193, 1.3693)  -0.0104
N (-2.4952, -0.8172, -1.5005)  -0.0112
C (-3.3192, -1.0810, -2.2810)  0.0205
N (-4.0829, -1.3116, -3.3053)  0.0003
C (-5.3592, -1.5815, -3.3907)  0.0010
N (-6.4790, -1.8228, -3.6091)  -0.0003



Here is one molecule with the formula C3H3NO3 in a non-equilibrium geometry from the Open Molecules 2025 dataset. Energies are from ωB97M-V/def2-TZVPD.

frontier orbital gap = 9.354 eV
HOMO level = -8.67 eV
structure (SMILES) = O=COc1co[nH]1
LUMO = 0.025 Ha
energy relative to the best compared isomer or geometry (same formula, charge and spin) = 471.3 kJ/mol
spin multiplicity = 1

Each line ends with the Mulliken charge.
Element x y z (Å)
O (1.4208, -0.9945, 1.2864)  -0.4480
C (1.8267, -0.3395, 0.3703)  0.1577
O (1.0529, 0.4327, -0.4312)  -0.3176
C (-0.2816, 0.3501, -0.1960)  0.3036
C (-1.1570, -0.2476, 0.6119)  -0.0530
O (-2.2381, -0.0240, -0.2263)  -0.2798
N (-1.2356, 0.9086, -1.0566)  -0.3222
H (2.8692, -0.2470, 0.0482)  0.3512
H (-1.2202, -0.5404, 1.6481)  0.3484
H (-1.0371, 0.7017, -2.0547)  0.2598



Here is one molecule with the formula C3H7N3OS in a non-equilibrium geometry from the Open Molecules 2025 dataset. Energies are from ωB97M-V/def2-TZVPD.

frontier orbital gap = 9.040 eV
HOMO level = -8.68 eV
structure (SMILES) = N/N=C\CN(O)C=S
LUMO = 0.013 Ha
energy relative to the best compared isomer or geometry (same formula, charge and spin) = 638.8 kJ/mol
spin multiplicity = 1

Each line ends with the Mulliken charge.
Element x y z (Å)
N (0.4473, 2.0002, 1.1972)  -0.4175
N (0.2501, 2.1661, -0.1341)  -0.1815
C (-0.0250, 1.3165, -0.9281)  -0.0962
C (-0.8010, 0.2220, -0.5334)  -0.6083
N (-0.1007, -1.0530, -0.0711)  0.2204
O (0.2570, -0.8316, 1.2036)  -0.5093
C (-0.0001, -2.2701, -0.6186)  0.0489
S (0.9950, -3.3596, 0.2526)  -0.4277
H (0.9743, 2.6160, 1.7041)  0.2534
H (0.7827, 0.9308, 1.5132)  0.2402
H (-0.2118, 1.6879, -2.0878)  0.2347
H (-1.5623, 0.3864, 0.2904)  0.4031
H (-1.6172, 0.0781, -1.4490)  0.2513
H (1.2510, -1.3343, 1.1824)  0.3135
H (-0.6393, -2.5555, -1.5213)  0.2750